No. 1
Here is a cluster of 3 separate species, C4H12NO7 in total at a distorted geometry from the Open Molecules 2025 dataset. Energies are from the ωB97M-V functional and the def2-TZVPD basis.

Structure (ORCA input):
```
! RIJCOSX wB97M-V def2-TZVPD def2/J DEFGRID3
* xyz 1 1
C 0.0401 1.2659 2.0234
C -2.6523 -0.8978 -0.4745
C 0.5511 -0.4093 0.4836
C 0.9127 1.7177 -0.5006
N 0.6011 0.8641 0.7179
O -3.9188 -0.7904 -0.3749
O -1.7815 -0.7099 0.3593
O 1.0613 -3.5581 -0.5086
O 1.1261 -0.9947 -0.4878
O 0.8685 3.0264 -0.1118
O 0.1603 1.4180 -1.5726
O 2.2887 1.4168 -0.6561
H 0.7420 1.8417 2.4364
H -0.7945 1.9180 1.8381
H -0.0170 0.4927 2.7495
H -2.4638 -1.0963 -1.6406
H 0.2691 -1.1344 1.3715
H -4.1292 -0.6980 0.5617
H 0.9547 -3.6957 -1.4803
H 1.9281 -4.0372 -0.4425
H 0.9143 -2.0348 -0.5493
H 0.1720 3.3179 -0.6644
H 0.4524 0.6403 -1.9978
H 2.7145 2.1371 -1.0797
*
```

HOMO energy = -0.5291 Ha
frontier orbital gap = 11.517 eV

No. 2
Here is a cluster of 2 separate species, C4H12NOS in total from the Open Molecules 2025 dataset. Energies are from the ωB97M-V functional and the def2-TZVPD basis.

Structure (ORCA input):
```
! RIJCOSX wB97M-V def2-TZVPD def2/J DEFGRID3
* xyz -1 1
C -1.2358 -3.1690 -0.0264
C -0.9507 -1.9699 -0.9147
C -0.1339 -0.8836 -0.2144
S -0.9602 -0.1583 1.2453
H -0.3082 -3.5493 0.4107
H -1.6835 -3.9962 -0.5844
H -1.8764 -2.8587 0.7955
H -0.4397 -2.2821 -1.8348
H -1.9078 -1.5273 -1.2134
H 0.0882 -0.0871 -0.9332
H 0.8258 -1.3203 0.0892
N 0.1373 2.9792 1.0658
C 1.4353 2.6962 0.5921
O 1.4621 2.5632 -0.8572
H -0.3371 3.6435 0.4697
H -0.4028 2.1049 1.1543
H 2.1380 3.5015 0.8635
H 1.7631 1.7532 1.0303
H 2.3862 2.5603 -1.1381
*
```

HOMO energy = -0.0919 Ha
frontier orbital gap = 6.150 eV

No. 3
Here is a structure of composition C4H12NS2 at a distorted geometry from the Open Molecules 2025 dataset. Energies are from the ωB97M-V functional and the def2-TZVPD basis.

Structure (ORCA input):
```
! RIJCOSX wB97M-V def2-TZVPD def2/J DEFGRID3
* xyz 1 1
N -0.2979 -3.3609 0.9502
C 0.1137 1.2043 1.5009
C 1.4031 0.5713 1.8372
C -0.0751 2.3959 0.8954
S -0.2121 0.7340 -0.7063
S -0.3564 -0.7020 -2.1628
C -0.9972 0.2627 -3.5542
H -0.8507 -4.0448 1.4420
H -0.4849 -2.3969 1.1689
H 0.6612 -3.6407 1.0589
H -0.7858 0.7073 1.8442
H 1.6550 0.8347 2.8694
H 2.2109 0.9560 1.2077
H 1.4709 -0.5242 1.8050
H -1.0351 2.8844 0.7802
H 0.7966 2.9028 0.5180
H -2.0358 0.0528 -3.6276
H -0.4606 -0.1102 -4.4079
H -0.7196 1.2734 -3.4191
*
```

HOMO energy = -0.4684 Ha
frontier orbital gap = 4.887 eV

No. 4
Here is a cluster of 2 separate species, C4H12O in total at a distorted geometry from the Open Molecules 2025 dataset. Energies are from the ωB97M-V functional and the def2-TZVPD basis.

Structure (ORCA input):
```
! RIJCOSX wB97M-V def2-TZVPD def2/J DEFGRID3
* xyz 0 1
C 0.6852 0.5867 2.4906
C 0.9357 -0.8983 2.2125
H 0.7976 1.2035 1.4348
H 1.3467 0.9586 3.3389
H -0.3322 0.6355 2.7721
H 1.7980 -1.3362 2.3755
H 0.0941 -1.4831 2.7231
H 0.8023 -1.0622 1.0597
C -1.0172 -0.1549 -1.4793
O -0.8297 1.2082 -1.0873
C 0.1072 -0.6405 -2.3253
H -1.2078 -0.7418 -0.3978
H -1.9471 -0.1521 -1.9930
H -0.1448 1.4199 -0.4640
H 0.9624 -0.4677 -1.7095
H 0.0515 -1.7813 -2.5532
H 0.1512 -0.2164 -3.2786
*
```

HOMO energy = -0.3767 Ha
frontier orbital gap = 11.203 eV
structure (SMILES) = CCO.CC

No. 5
Here is a cluster of 2 separate species, C4H12O in total at a distorted geometry from the Open Molecules 2025 dataset. Energies are from the ωB97M-V functional and the def2-TZVPD basis.

Structure (ORCA input):
```
! RIJCOSX wB97M-V def2-TZVPD def2/J DEFGRID3
* xyz 0 1
C 0.7823 -0.8066 -2.6113
O 1.2978 -2.1000 -2.2650
H 2.2523 -2.1764 -2.3250
H 1.5617 -0.2242 -3.0934
H -0.1086 -1.0193 -3.1564
H 0.4328 -0.3286 -1.6914
C -0.6166 0.5512 1.9707
C 0.2358 1.6250 1.3422
C -1.3213 -0.3595 0.9838
H -0.0102 -0.0280 2.6735
H -1.3820 0.9621 2.6427
H 1.1407 1.1735 0.9174
H -2.2609 0.0150 0.6485
H -0.7713 -0.5227 0.0556
H 0.5823 2.4200 2.0047
H -0.2320 2.1589 0.5163
H -1.5828 -1.3405 1.3871
*
```

HOMO energy = -0.3768 Ha
frontier orbital gap = 11.198 eV
structure (SMILES) = CCC.CO

No. 6
Here is a cluster of 2 separate species, C4H12O in total from the Open Molecules 2025 dataset. Energies are from the ωB97M-V functional and the def2-TZVPD basis.

Structure (ORCA input):
```
! RIJCOSX wB97M-V def2-TZVPD def2/J DEFGRID3
* xyz 0 1
C -2.1946 0.1181 1.8574
O -1.0252 -0.5315 2.3110
H -1.2589 -1.3669 2.7271
H -2.7361 -0.5033 1.1383
H -2.8522 0.4638 2.6610
H -1.8587 1.0115 1.3285
C 1.0035 -0.3180 -0.6208
C 2.0435 -0.5414 -1.7151
C 0.1739 0.9530 -0.8506
H 0.3603 -1.1842 -0.4399
H 1.5101 -0.2144 0.3408
H 1.5664 -0.5078 -2.6966
H -0.8395 0.7771 -1.2283
H 0.1069 1.5431 0.0585
H 2.5082 -1.5261 -1.6365
H 2.8024 0.2321 -1.6676
H 0.6898 1.5952 -1.5672
*
```

HOMO energy = -0.3860 Ha
frontier orbital gap = 11.468 eV
structure (SMILES) = CCC.CO

No. 7
Here is a cluster of 2 separate species, C4H12O in total at a distorted geometry from the Open Molecules 2025 dataset. Energies are from the ωB97M-V functional and the def2-TZVPD basis.

Structure (ORCA input):
```
! RIJCOSX wB97M-V def2-TZVPD def2/J DEFGRID3
* xyz 0 1
C 2.6096 -0.6184 -1.1672
O 1.9201 -1.7842 -0.6849
H 1.9232 0.2304 -1.2192
H 3.4609 -0.3685 -0.5376
H 2.9223 -0.8961 -2.1656
H 1.6881 -1.6471 0.2392
C -1.2775 1.7001 -0.2715
C -1.5340 0.3028 0.3113
C -1.9281 0.3118 1.8056
H -2.1473 2.0692 -0.8003
H -0.4203 1.6997 -0.9524
H -0.9749 2.3974 0.5188
H -0.6549 -0.3104 0.1392
H -2.3021 -0.1885 -0.2942
H -2.8530 -0.2568 1.9731
H -1.1791 -0.2031 2.4007
H -2.0816 1.3270 2.1451
*
```

HOMO energy = -0.3847 Ha
frontier orbital gap = 11.337 eV
structure (SMILES) = CCC.CO

No. 8
Here is a cluster of 2 separate species, C4H12O in total at a distorted geometry from the Open Molecules 2025 dataset. Energies are from the ωB97M-V functional and the def2-TZVPD basis.

Structure (ORCA input):
```
! RIJCOSX wB97M-V def2-TZVPD def2/J DEFGRID3
* xyz 0 1
C 1.3697 -1.1624 -1.6768
O 1.1615 -1.3694 -0.3000
H 0.6975 -0.5602 -0.0597
H 2.0706 -0.4386 -1.8512
H 1.9606 -2.1748 -2.0284
H 0.3797 -1.1495 -2.1152
C -1.1503 0.9845 0.1349
C 0.0949 1.6636 0.7450
C -1.6185 -0.0777 1.1799
H -1.9235 1.6475 -0.1533
H -0.8538 0.3687 -0.7736
H -0.2851 2.4691 1.3361
H -2.3992 0.3763 1.7325
H -1.8404 -1.0181 0.7753
H 0.7513 2.1793 0.0407
H 0.8243 1.2099 1.3855
H -0.8487 -0.4021 1.8133
*
```

HOMO energy = -0.3838 Ha
frontier orbital gap = 11.479 eV
structure (SMILES) = CCC.CO